Record 1
Entry from the Open Molecules 2025 dataset: a molecular structure, C16H13N2O6Pt at a distorted geometry (the ωB97M-V functional and the def2-TZVPD basis).

Calculated values
* net charge: +1
* spin multiplicity: 3
* electronic energy: -35302.76288 eV

```
38
Properties=species:S:1:pos:R:3:forces:R:3
O 0.939158 2.917349 -7.471154 0.27 -1.09 2.12
C 1.061810 2.403057 -6.455907 -0.31 1.34 -2.48
Pt 1.330696 0.798295 -3.367081 -0.67 -2.91 -1.08
C 1.293884 1.541199 -1.511376 0.50 3.00 1.97
O 1.191219 1.836557 -0.398254 -0.44 -1.34 -0.65
C 1.259794 -1.182630 -3.239009 -0.04 -4.05 1.16
O 1.272268 -2.320094 -3.070400 -0.02 2.05 -0.46
C 3.316001 0.939950 -3.457238 3.95 1.30 -0.18
O 4.461428 0.998108 -3.597508 -2.70 -0.39 0.00
C -0.627830 1.017284 -3.659620 -3.41 1.77 -0.21
O -1.759622 1.152011 -3.866433 2.68 -0.67 0.16
H 1.376414 -0.012417 -4.842208 0.12 0.94 -0.25
C -0.914011 0.693613 3.178486 0.02 0.36 0.79
N -1.348114 0.563359 1.810336 0.41 -1.07 -0.41
N -1.088884 -0.532539 1.073842 0.57 0.07 0.22
C -1.497633 -0.293075 -0.253471 0.17 -0.81 -1.14
O -1.199551 -1.044085 -1.193219 -0.62 1.03 1.45
C -2.192910 0.967263 -0.190404 0.32 0.36 -0.19
C -2.004881 1.482459 1.066908 -0.63 0.45 -0.61
C -2.359320 2.820009 1.599834 -0.32 0.80 0.04
C -0.169420 -1.530979 1.506279 0.57 -0.60 0.28
C -0.481595 -2.260746 2.649287 -0.05 0.10 0.08
C 0.462642 -3.128565 3.189766 0.09 0.20 -0.25
C 1.712602 -3.260059 2.564095 -0.27 -0.07 0.15
C 1.994092 -2.575710 1.380023 -0.35 0.02 0.01
C 1.038975 -1.724659 0.827402 -0.16 0.32 0.14
H 0.175460 0.642454 3.277792 -0.17 -0.12 -0.28
H -1.370718 -0.074716 3.804003 0.07 0.13 -0.13
H -1.249606 1.668974 3.527811 0.04 -0.12 -0.05
H -2.641556 1.446410 -1.045126 -0.07 0.03 0.08
H -3.135184 2.814069 2.380553 0.24 -0.26 -0.22
H -1.489169 3.356793 2.005317 -0.14 -0.28 -0.15
H -2.746782 3.434471 0.777683 0.09 -0.22 0.20
H -1.459948 -2.103179 3.110994 0.35 -0.30 -0.07
H 0.207347 -3.667250 4.102086 0.24 0.04 -0.29
H 2.464712 -3.914119 3.002660 -0.18 0.15 -0.12
H 2.955594 -2.686017 0.881832 -0.24 -0.06 0.15
H 1.222630 -1.182837 -0.098584 0.07 -0.10 0.23
```
Forces are in eV/Å.

Record 2
Entry from the Open Molecules 2025 dataset: a molecular structure, C35H45BrCl2N5O4Si2Tc at a distorted geometry (the ωB97M-V functional and the def2-TZVPD basis).

Calculated values
* net charge: +1
* spin multiplicity: 4
* electronic energy: -165700.18782 eV

```
95
Properties=species:S:1:pos:R:3:forces:R:3
Tc -1.361882 0.136329 -1.168598 -0.60 -2.73 2.21
Br -5.067680 -5.013811 2.922038 0.00 0.27 -0.28
C -3.984076 -3.859211 1.882229 -0.10 0.71 -1.10
C -2.779723 -4.360677 1.342937 0.85 0.47 1.53
C -1.800805 -3.464790 0.950387 -0.15 -0.32 -0.28
C -2.096125 -2.146470 0.594760 -0.23 1.42 -0.02
O -1.119289 -1.358378 0.096414 -1.31 -1.15 0.56
C -3.462739 -1.691587 0.807581 -0.06 0.43 -0.64
C -3.944861 -0.378398 0.328566 0.64 -1.81 0.92
N -3.174123 0.528575 -0.234772 0.67 1.39 -0.23
C -3.153028 1.967396 0.175532 -2.19 -1.31 -0.78
C -4.243342 2.796929 0.331929 0.57 -0.14 -0.81
C -4.082492 4.005409 1.051373 -0.20 -1.35 -0.19
C -2.932163 4.165459 1.757863 1.01 0.39 -0.48
C -1.767163 3.340798 1.555187 -0.64 1.00 0.76
C -0.613995 3.376500 2.408187 -0.57 0.02 0.22
C 0.278652 2.348287 2.261919 1.39 0.83 0.28
C 0.141940 1.457636 1.203769 -0.47 -2.37 -1.40
N -0.954655 1.285368 0.490300 1.30 3.88 0.13
C -1.878361 2.316916 0.624906 -0.58 -2.01 1.16
C -4.352989 -2.560186 1.563141 0.62 -0.41 -1.08
H -2.525667 -5.414693 1.484356 -0.09 0.38 -0.08
H -0.773560 -3.763843 0.849004 0.15 -0.31 -0.38
H -5.023670 -0.225684 0.498435 0.55 0.60 0.35
H -5.201176 2.580867 -0.132922 0.10 -0.25 0.22
H -4.962504 4.626866 1.115789 0.23 0.35 0.32
H -2.869198 4.976133 2.441176 0.23 0.59 0.54
H -0.549009 4.159279 3.203019 0.08 -0.86 -0.80
H 1.210444 2.228727 2.825332 -0.54 0.33 0.05
H 0.846706 0.709054 0.834949 0.60 0.35 1.15
H -5.375916 -2.278214 1.732496 -0.18 0.43 0.29
C 3.638299 2.547240 -3.909389 0.14 -2.95 0.66
Si 2.394506 1.961052 -2.531123 0.97 1.94 0.80
C 1.743850 3.591847 -1.728812 0.52 0.33 -0.79
C 3.394611 1.087451 -1.198094 0.98 0.17 1.13
C 0.905412 0.830033 -2.853802 -0.25 0.73 0.03
C -0.261365 1.551022 -3.364562 -2.62 0.52 -0.52
C -0.332708 2.265524 -4.604211 1.57 -0.74 1.23
C -1.377942 3.090005 -4.916385 -2.21 -0.24 1.49
C -2.553880 3.066584 -4.076591 1.72 -0.38 1.06
C -2.548331 2.182471 -2.984170 0.60 0.00 -1.27
N -1.429888 1.488650 -2.619546 0.63 1.89 -2.23
Si 1.441007 -0.858218 -3.410904 0.15 -1.98 -0.99
C 3.013890 -0.835546 -4.516669 -0.20 -1.22 -0.29
C 1.607705 -2.073693 -1.969530 -0.30 -0.34 -0.09
C 0.167281 -1.580275 -4.631929 -0.51 1.39 0.22
H 3.220956 2.609015 -4.893229 -0.22 -0.30 -0.73
H 4.493925 1.779412 -3.882234 -1.20 1.14 -0.36
H 4.065779 3.495738 -3.736292 0.33 1.18 0.75
H 0.989862 3.303080 -1.014919 -0.42 0.09 0.53
H 1.286828 4.352411 -2.425293 0.47 -0.88 0.55
H 2.584310 4.099501 -1.188349 -0.67 -0.45 -0.42
H 2.717479 0.836956 -0.354110 0.37 0.22 -0.31
H 4.301984 1.643111 -0.758101 -1.51 -0.39 -0.76
H 3.829265 0.131621 -1.495031 -0.14 -0.10 -0.29
H 0.590248 2.167164 -5.172112 -0.32 0.38 -0.36
H -1.423827 3.731514 -5.772339 0.39 0.14 -0.41
H -3.316752 3.842771 -4.077050 -0.12 -0.52 -0.71
H -3.466213 1.901814 -2.462432 0.38 0.46 0.13
H 3.931965 -0.347429 -4.190317 -0.06 -0.23 0.14
H 2.744564 -0.407945 -5.477040 -0.16 0.52 -0.16
H 3.228431 -1.913644 -4.849428 -0.15 1.28 0.95
H 2.023393 -3.055754 -2.332176 -0.56 0.91 0.29
H 0.594909 -2.215301 -1.536960 0.39 -0.28 -0.37
H 2.201346 -1.755211 -1.118748 0.35 0.19 -0.02
H 0.616138 -2.429060 -5.168935 -0.39 0.25 0.15
H -0.070967 -0.733834 -5.349823 0.28 -1.07 0.44
H -0.804294 -1.816945 -4.135929 0.89 -0.15 -0.49
C 2.405353 -2.858832 6.754594 0.11 -0.20 0.48
N 1.886989 -1.749080 5.949948 1.49 -0.66 -1.01
C 0.541881 -1.300687 6.241956 -0.22 -1.22 0.38
C 2.436988 -1.473778 4.681930 -0.66 -0.21 0.82
O 1.685632 -1.151397 3.765219 0.30 0.35 0.03
N 3.810114 -1.592191 4.511923 0.14 0.87 0.46
C 4.879470 -1.484611 5.529773 -0.54 -0.07 0.56
C 4.325372 -1.260971 3.195901 1.32 -1.89 -0.91
H 3.230523 -3.425932 6.293877 -0.13 0.77 -0.05
H 1.667570 -3.666287 6.924207 -0.14 0.66 -0.01
H 2.731974 -2.447220 7.728203 -0.06 -0.54 -0.26
H 0.464234 -0.253493 6.052236 -0.05 0.82 0.18
H 0.382987 -1.564741 7.310667 -0.14 0.55 -0.67
H -0.261487 -1.772357 5.645357 0.46 -0.15 0.13
H 5.391540 -2.458171 5.636205 0.14 0.54 -0.26
H 4.527587 -1.238271 6.550493 -0.20 -0.01 -0.71
H 5.563252 -0.667641 5.206917 -0.27 -0.78 0.35
H 4.758894 -2.231595 2.734219 -0.73 1.49 0.37
H 5.198974 -0.570516 3.233687 -0.82 -0.22 0.17
H 3.533350 -0.871586 2.572683 -0.03 0.00 -0.14
Cl -5.496431 -1.141738 -2.647169 0.74 -0.40 -0.74
C -4.134087 -2.111213 -3.456983 -0.22 2.13 0.25
Cl -3.621108 -1.540050 -5.031449 -0.34 0.41 -0.24
C -2.974304 -2.056462 -2.507787 1.04 -2.92 1.48
O -2.718444 -3.087039 -1.862687 -0.54 1.67 -1.08
O -2.283460 -0.977951 -2.495026 -0.24 0.31 -0.88
H -4.502677 -3.069923 -3.609620 -0.63 -1.60 0.17
```
Forces are in eV/Å.

Record 3
Entry from the Open Molecules 2025 dataset: a molecular structure, C33H38N5PPt at a distorted geometry (the ωB97M-V functional and the def2-TZVPD basis).

Calculated values
* net charge: +4
* spin multiplicity: 5
* electronic energy: -54779.12901 eV

```
78
Properties=species:S:1:pos:R:3:forces:R:3
Pt -1.438149 1.871152 -1.168821 -0.38 0.83 -0.26
C -4.987759 1.482280 1.643342 -0.78 0.54 -0.27
C -3.687763 1.743497 0.920019 0.12 0.28 -2.30
N -3.307115 1.187636 -0.236983 0.48 1.72 3.07
C -3.963364 0.194753 -1.071400 -0.42 1.36 0.80
C -3.005918 -0.805791 -1.634817 -0.44 -0.51 -0.73
N -1.768524 -0.142781 -2.172752 -0.42 -0.16 1.22
C -1.850678 0.177360 -3.621554 1.21 0.81 0.51
C -2.635246 1.455102 -4.012226 0.56 -0.15 -0.03
N -1.978392 2.629678 -3.312367 0.51 -1.71 0.63
C -0.626737 3.072678 -3.790202 -2.07 0.15 -1.60
C -0.022679 4.057435 -2.870468 2.57 1.33 0.08
N -0.418801 3.882230 -1.522203 -1.38 -3.84 -0.96
C -0.578560 4.777556 -0.700465 0.93 5.51 2.63
C -0.002219 6.218458 -0.860734 0.46 -1.59 -2.59
C -1.391113 4.531281 0.514423 2.48 1.97 -1.46
C -1.592198 5.396644 1.542419 -1.26 1.36 2.14
C -2.578241 5.086164 2.478926 -0.32 -0.52 1.06
C -3.248493 3.873584 2.365855 0.02 -1.36 -1.21
C -2.902625 3.018548 1.322762 -0.32 -0.40 -1.33
N -1.995869 3.432976 0.393866 -2.90 -5.24 1.07
H -4.888832 1.618204 2.735135 0.06 -0.24 -0.51
H -5.470405 0.514258 1.433433 0.49 0.29 0.09
H -5.760918 2.271063 1.311565 1.21 -0.91 0.31
H -4.582429 0.819560 -1.698364 0.21 -0.09 -1.28
H -4.725090 -0.263611 -0.518369 -0.99 -1.25 1.09
H -3.565788 -1.399370 -2.408966 0.80 0.58 0.35
H -2.733648 -1.538115 -0.870544 0.17 0.31 -0.06
H -0.971353 -0.787729 -1.964533 -0.76 0.76 -0.50
H -2.207062 -0.683742 -4.117957 -0.54 -0.83 -0.87
H -0.778095 0.264190 -3.824215 -0.29 0.26 -0.90
H -3.721899 1.398504 -3.796521 0.75 0.19 0.31
H -2.600014 1.566811 -5.118768 0.28 0.06 0.61
H -2.587648 3.409192 -3.166028 -0.58 0.52 -0.15
H -0.869367 3.613060 -4.725285 0.63 -0.46 0.03
H 0.000984 2.235889 -4.007579 0.23 -0.62 -0.09
H -0.273471 5.067316 -3.191523 -0.01 0.06 0.02
H 1.099796 4.005282 -2.852411 -0.85 -0.03 -0.57
H -0.454010 6.929648 -0.220269 -0.35 0.49 0.69
H -0.201491 6.573046 -1.948273 0.59 -0.47 1.82
H 1.107712 6.147660 -0.680065 -1.01 0.25 -0.27
H -1.133625 6.359315 1.671087 0.48 0.09 -0.34
H -2.882292 5.654232 3.380262 0.66 0.30 -0.96
H -4.065161 3.525661 2.971799 0.00 0.46 0.63
C 3.305417 -6.743702 -1.670584 1.07 0.82 0.95
C 2.173162 -6.005938 -1.445577 -1.48 1.12 -1.03
C 2.155656 -4.905289 -0.551874 -0.12 -0.39 -1.84
C 3.270608 -4.579333 0.205746 0.22 -0.41 0.31
C 4.437699 -5.382313 0.040511 -0.34 0.46 1.13
C 4.446886 -6.373691 -0.872650 0.40 -2.47 -3.10
P 3.218000 -3.087435 1.147032 1.60 -0.29 -0.43
C 4.239918 -2.801847 2.574782 -2.97 -0.03 -0.52
C 3.507243 -2.440621 3.722423 0.10 0.06 0.25
C 4.187167 -2.198982 4.922588 -0.62 0.39 -1.26
C 5.568364 -2.295663 4.873059 -0.03 -0.72 -0.96
C 6.233833 -2.703656 3.696966 1.31 0.68 1.14
C 5.592836 -2.920121 2.514903 1.03 -0.31 -0.58
C 1.602067 -2.405651 1.211376 0.94 0.59 1.08
C 1.474201 -0.966462 1.269567 -2.67 -2.58 -0.38
C 0.135981 -0.513334 1.226037 1.64 1.04 -0.27
C -0.947784 -1.398398 1.160802 1.02 1.17 -0.38
C -0.709732 -2.740278 1.179533 -0.94 -2.23 0.97
C 0.568541 -3.325216 1.308265 -2.04 2.48 -0.47
H 3.387027 -7.487495 -2.479172 -0.09 0.39 0.66
H 1.316791 -6.070487 -2.169524 0.75 -0.28 1.06
H 1.343359 -4.194446 -0.700764 0.13 -0.43 0.32
H 5.284384 -5.297518 0.697652 0.32 0.46 -0.01
H 5.364867 -6.915853 -1.247399 -0.76 0.72 1.39
H 2.413897 -2.335401 3.642865 0.66 -0.11 0.29
H 3.592347 -1.824973 5.748319 0.45 -0.26 0.27
H 6.189202 -2.095549 5.705998 0.30 0.24 0.86
H 7.324013 -2.731573 3.736649 -0.30 -0.13 -0.03
H 6.104737 -3.142509 1.567068 -0.10 0.08 0.67
H 2.344882 -0.361823 1.382020 0.32 0.49 -0.18
H 0.009524 0.588990 1.191978 -0.25 -0.65 0.32
H -1.933537 -0.969373 1.088823 -0.27 -0.22 0.20
H -1.566089 -3.428307 1.260152 0.33 0.38 -0.22
H 0.609080 -4.386519 1.462200 0.55 -0.16 -0.09
```
Forces are in eV/Å.

Record 4
Entry from the Open Molecules 2025 dataset: a single C3H2N2O molecule at a distorted geometry (the ωB97M-V functional and the def2-TZVPD basis).

Calculated values
* net charge: 0
* energy above the lowest of the compared OMol25 structures with the same formula, charge and spin: 172.7 kcal per mole
* electronic energy: -8162.22496 eV

```
8
Properties=species:S:1:pos:R:3:forces:R:3
C 0.575736 -1.839489 0.009066 0.15 0.59 -0.21
C 1.585982 -1.060531 -0.036166 -0.60 -0.53 -0.25
C 0.263484 0.003108 -0.008774 1.06 1.19 -3.68
N 1.397374 0.952726 0.041385 2.65 -0.50 0.08
N 2.394919 0.085302 -0.018596 -2.34 1.47 0.50
O 3.590919 0.239831 -0.005240 0.10 -0.15 -0.14
H -0.315381 0.455840 -0.892640 0.71 -1.92 0.65
H -0.314657 0.177010 0.797239 -1.73 -0.15 3.05
```
Forces are in eV/Å.